This record from OMol25 describes a molecular structure, C51H59BCrN9O5PS. The level of theory is ωB97M-V with the def2-TZVPD basis set.

The geometry in XYZ format:
```
128
Properties=species:S:1:pos:R:3:mulliken_charge:R:1
Cr 0.20524 -0.12029 0.73427 0.764
C 0.67052 -0.26054 4.39588 -0.878
C -0.67663 -0.01411 3.74521 -0.348
C -1.95220 -0.47942 4.49947 -0.450
C -2.57365 -1.39049 3.50078 0.368
C -3.74749 -2.25382 3.77032 -1.713
N -1.88740 -1.33881 2.39044 0.384
N -0.77012 -0.60786 2.41572 1.055
B -2.42075 -1.80571 1.01334 -1.308
N -2.67417 -0.50892 0.24780 0.483
N -1.63654 0.28923 -0.07569 1.492
C -2.08843 1.21152 -0.92552 -0.550
C -1.31117 2.28724 -1.58225 -0.270
C -3.45432 1.01157 -1.12994 -1.496
C -3.79198 -0.09456 -0.37804 0.936
C -5.12150 -0.74628 -0.28700 -1.495
N -1.35618 -2.55810 0.24406 0.331
N -0.14097 -2.01064 0.03303 1.703
C 0.52747 -2.82355 -0.78229 -0.472
C 1.92128 -2.57823 -1.21298 -0.031
C -0.28260 -3.91092 -1.11736 -1.807
C -1.48239 -3.70016 -0.46393 0.927
C -2.72029 -4.51959 -0.51655 -1.488
H 0.84456 -1.32724 4.51807 0.310
H 1.46668 0.15779 3.78032 -0.040
H 0.69541 0.22477 5.37076 0.575
H -1.83304 -0.90481 5.49447 0.693
H -3.87951 -2.35610 4.84597 0.460
H -4.65507 -1.82288 3.34435 0.215
H -3.61921 -3.24440 3.33648 0.392
H -3.40175 -2.43710 1.13200 -0.063
H -0.32701 2.39783 -1.14446 -0.567
H -1.19796 2.03445 -2.63545 0.316
H -1.84781 3.23405 -1.51888 0.582
H -4.08841 1.59699 -1.76360 0.639
H -5.84823 -0.14416 -0.82612 0.449
H -5.09450 -1.74018 -0.72870 0.249
H -5.44579 -0.84215 0.74481 0.222
H 2.24785 -1.62370 -0.81900 -1.195
H 2.57149 -3.37067 -0.84558 0.480
H 1.97870 -2.56149 -2.29993 0.375
H -0.02750 -4.72660 -1.76123 0.607
H -2.51803 -5.43257 -1.06853 0.462
H -3.07023 -4.77997 0.48039 0.240
H -3.51160 -3.97328 -1.02947 0.214
C 4.89529 -0.93356 -0.99720 -1.364
C 4.22394 -0.58890 0.31130 0.456
O 3.25311 0.14131 0.43661 -0.028
N 4.82382 -1.13660 1.38817 -0.109
C 4.27962 -0.91451 2.70806 0.159
C 3.32394 -2.00915 3.11130 0.671
C 3.59083 -2.77247 4.24321 -0.913
C 2.73016 -3.80515 4.57283 -0.684
C 1.64851 -4.04643 3.74086 -1.230
C 1.45621 -3.21832 2.64431 -0.232
N 2.25581 -2.20715 2.33857 0.559
H 4.24917 -0.69509 -1.83727 -0.011
H 5.14412 -1.99316 -1.02336 0.495
H 5.81972 -0.36454 -1.09385 0.417
H 5.57349 -1.80130 1.27121 0.278
H 3.73500 0.03408 2.64820 -0.880
H 5.09609 -0.82266 3.42754 0.585
H 4.46220 -2.55298 4.84226 0.474
H 2.90440 -4.40310 5.45370 0.435
H 0.97074 -4.86005 3.93577 0.520
H 0.62161 -3.38259 1.97827 0.257
C -2.97056 -3.20814 -8.33441 -1.476
C -1.89422 -2.34611 -7.75065 1.058
C -2.11795 -0.99404 -7.50592 -1.003
C -1.11517 -0.19440 -6.98592 -0.177
C 0.11457 -0.75509 -6.70456 -0.109
C 0.35834 -2.09540 -6.93037 -0.442
C -0.64491 -2.88751 -7.45911 -0.744
S 1.39227 0.26039 -5.99393 1.565
O 2.37663 -0.58866 -5.36594 -0.707
O 1.88573 1.21791 -6.93635 -0.760
N 0.50606 1.11399 -4.84326 -0.249
C 1.37314 1.92456 -4.01136 -1.776
C 2.03804 1.07593 -2.91840 -0.413
C 1.00064 0.35051 -2.07019 0.864
O 1.09788 0.55188 -0.81798 -0.650
O 0.11015 -0.35028 -2.55376 -1.198
H -3.94761 -2.74759 -8.21558 0.351
H -2.98423 -4.18769 -7.86080 0.373
H -2.79086 -3.35536 -9.39960 0.309
H -3.08348 -0.56639 -7.73480 0.357
H -1.27134 0.85447 -6.79365 0.485
H 1.33064 -2.49194 -6.68569 0.495
H -0.45496 -3.93306 -7.65536 0.397
H 0.03552 0.42912 -4.24866 0.414
H 0.78632 2.73901 -3.57391 0.378
H 2.12752 2.35945 -4.67202 0.539
H 2.65427 1.68820 -2.26382 0.292
H 2.66375 0.33471 -3.41833 0.394
C 2.79015 4.24580 5.03532 -0.890
C 3.40072 3.32139 4.20548 -0.512
C 2.66923 2.68798 3.21627 -0.195
C 1.32188 2.97253 3.06092 1.437
C 0.72397 3.94405 3.86023 -0.822
C 1.45338 4.56478 4.85380 -0.697
P 0.35597 2.19259 1.71385 1.558
C -1.27276 2.16298 2.51339 0.145
C -2.45841 2.39046 1.93080 -0.406
C -3.69490 1.92067 2.51881 -0.871
C -3.72874 1.21958 3.65308 -1.322
C -2.50531 0.97738 4.47721 -0.632
C -1.18679 1.45106 3.82771 -0.824
C 0.51695 3.65508 0.63958 0.573
C -0.32367 4.75815 0.65591 -0.611
C -0.04205 5.84432 -0.15624 -0.819
C 1.06810 5.83042 -0.98290 -0.764
C 1.92766 4.74389 -0.97321 -0.575
C 1.65629 3.66088 -0.16036 0.264
H 3.35447 4.71879 5.82303 0.416
H 4.44648 3.08937 4.33218 0.496
H 3.13187 1.98215 2.53979 0.243
H -0.31096 4.21242 3.69791 0.373
H 0.98289 5.29402 5.49450 0.486
H -2.52678 2.88383 0.97386 0.547
H -4.60043 2.10686 1.96216 0.512
H -4.65858 0.83286 4.04532 0.528
H -2.67060 1.37534 5.48418 0.409
H -0.56782 2.01664 4.52605 0.751
H -1.20002 4.76284 1.28463 0.365
H -0.70326 6.69668 -0.15959 0.461
H 1.25397 6.65857 -1.64825 0.420
H 2.79461 4.73630 -1.61355 0.501
H 2.29376 2.78702 -0.15340 0.279
```

Calculated values
⟨S²⟩: 0.79
2S+1: 2
Charge: +1
LUMO energy (alpha / beta) (eV): -3.60 / -2.82

This record from OMol25 describes a molecular structure, C51H61AsNO2P2PtS3. The level of theory is ωB97M-V with the def2-TZVPD basis set.

The geometry in XYZ format:
```
122
Properties=species:S:1:pos:R:3:mulliken_charge:R:1
Pt 0.08323 -0.00876 -0.15158 0.610
C 5.10132 -2.49793 1.29108 -0.776
C 4.79750 -1.81866 -0.04663 -1.015
S 3.05092 -1.50407 -0.46845 0.449
C 2.34696 -3.16989 -0.56269 -0.319
C 1.78755 -3.73110 0.74584 -1.113
S 0.76900 -2.58272 1.70167 0.330
C 1.96192 -1.59642 2.65666 0.851
C 3.13164 -2.30102 3.34562 -1.114
S 4.71224 -1.56268 2.80344 -0.087
H 6.18210 -2.64102 1.33062 0.525
H 4.63092 -3.47724 1.36164 0.309
H 5.19926 -2.43801 -0.85131 0.507
H 5.27186 -0.83887 -0.09582 0.438
H 3.10455 -3.84796 -0.96088 1.030
H 1.53929 -3.08390 -1.29131 -0.829
H 2.57172 -4.08887 1.40836 0.576
H 1.13337 -4.57387 0.51498 0.462
H 1.32188 -1.07965 3.37655 0.550
H 2.35134 -0.86193 1.97485 -1.014
H 3.16989 -3.37693 3.18836 0.470
H 3.10385 -2.13467 4.42042 0.447
C -2.79545 -0.93013 -1.74775 -2.294
N -3.51366 -0.45060 -0.61128 0.684
C -3.26331 0.91165 -0.29228 -2.210
P -1.72259 1.23135 0.72452 1.962
C -2.14473 0.75279 2.40202 0.416
C -1.68629 -0.45541 2.92715 0.926
C -2.01940 -0.81698 4.22162 -0.705
C -2.79954 0.03185 4.99512 -0.874
C -3.25444 1.24006 4.47280 -0.868
C -2.93312 1.60652 3.17832 -0.515
C -1.58725 3.01782 0.79351 0.972
C -2.34246 3.89790 0.01544 -1.149
C -2.23653 5.26269 0.23476 -0.786
C -1.38093 5.75663 1.21288 -0.746
C -0.59332 4.88422 1.95924 -0.838
C -0.68627 3.52062 1.74807 -0.702
C -4.47456 -1.23533 0.09067 2.047
C -5.04322 -0.77251 1.27829 -0.452
C -6.03828 -1.49224 1.92438 -0.912
C -6.49172 -2.69347 1.41034 -0.734
C -5.90575 -3.18166 0.25441 -0.776
C -4.90898 -2.46937 -0.39533 -0.852
P -1.06900 -1.58894 -1.41594 2.469
C -1.35972 -3.25932 -0.79407 1.273
C -0.91319 -4.36671 -1.51892 -0.973
C -1.13302 -5.64396 -1.02395 -0.776
C -1.78876 -5.81985 0.18854 -0.932
C -2.21170 -4.71672 0.92200 -0.965
C -1.99098 -3.43924 0.43997 -0.213
C -0.45773 -1.79263 -3.10390 0.045
C -1.27160 -2.18433 -4.16680 -0.541
C -0.72734 -2.32448 -5.43522 -0.796
C 0.62989 -2.10969 -5.64829 -0.951
C 1.45026 -1.73659 -4.59114 -0.915
C 0.90535 -1.56841 -3.32818 1.697
H -2.64360 -0.11723 -2.46558 0.439
H -3.33496 -1.72551 -2.25064 0.801
H -4.09128 1.35937 0.25597 0.834
H -3.12320 1.46957 -1.22374 0.408
H -1.06276 -1.10073 2.31902 -1.342
H -1.67146 -1.75727 4.63020 0.598
H -3.04726 -0.24114 6.01293 0.492
H -3.85817 1.90105 5.08075 0.519
H -3.29454 2.54648 2.77798 0.595
H -3.03018 3.53599 -0.73798 0.443
H -2.83795 5.94297 -0.35435 0.493
H -1.33064 6.82199 1.39870 0.455
H 0.07671 5.26556 2.71960 0.525
H -0.08297 2.83667 2.33540 0.527
H -4.71280 0.15092 1.73465 0.133
H -6.46701 -1.10234 2.83922 0.455
H -7.28595 -3.24120 1.89884 0.441
H -6.23672 -4.12439 -0.16237 0.455
H -4.50168 -2.90186 -1.29942 0.300
H -0.40561 -4.24023 -2.46670 0.347
H -0.78668 -6.50173 -1.58643 0.462
H -1.96827 -6.81975 0.56355 0.473
H -2.70576 -4.85593 1.87509 0.567
H -2.31387 -2.58002 1.01775 0.305
H -2.32287 -2.39791 -4.01702 0.380
H -1.36908 -2.60820 -6.25938 0.488
H 1.04536 -2.24104 -6.63950 0.447
H 2.50993 -1.57936 -4.75639 0.541
H 1.52932 -1.26019 -2.49358 -0.785
C 0.58699 4.68566 -1.54136 -0.951
C 1.70844 3.76163 -1.99496 -1.309
As 1.37497 1.84277 -1.84901 1.954
C -0.17647 1.66012 -3.12235 1.035
C 0.15024 2.18336 -4.50994 -1.511
C 3.01689 1.12190 -2.65808 -0.117
C 3.63726 1.97815 -3.76362 -1.416
H 0.86368 5.71791 -1.75237 0.543
H 0.41324 4.59754 -0.46953 -0.114
H -0.34703 4.48061 -2.06638 0.309
H 2.62025 3.94815 -1.43753 0.547
H 1.91717 3.90642 -3.05564 0.750
H -0.98245 2.22657 -2.65193 0.142
H -0.45709 0.61156 -3.14995 -0.609
H 0.42854 3.23602 -4.50807 0.357
H -0.74668 2.08313 -5.12574 0.474
H 0.93996 1.60575 -4.98757 0.286
H 2.82625 0.11490 -3.01904 -0.013
H 3.70505 1.04754 -1.82217 0.324
H 2.97970 2.11015 -4.61979 0.260
H 4.53719 1.47307 -4.11461 0.463
H 3.93679 2.95962 -3.40133 0.365
O 2.26485 1.95921 -0.14827 -0.623
C 2.04005 1.69264 1.07888 0.440
O 1.18070 0.84854 1.41459 -0.537
C 2.83524 2.38029 2.11414 0.677
C 2.79896 1.91940 3.43060 -0.098
C 3.60152 2.51744 4.38451 -1.178
C 4.43776 3.57048 4.02912 -0.586
C 4.44965 4.05179 2.72468 -1.032
C 3.65604 3.45396 1.76269 -0.265
H 2.14566 1.09698 3.69190 0.468
H 3.57868 2.16246 5.40651 0.499
H 5.08218 4.01837 4.77463 0.460
H 5.08663 4.88447 2.45790 0.507
H 3.67014 3.80760 0.74014 0.404
```

Calculated values
Charge: +3
LUMO energy (eV): -10.14

This record from OMol25 describes a molecular structure, C51H61CdGe2IOPS4. The level of theory is ωB97M-V with the def2-TZVPD basis set.

The geometry in XYZ format:
```
122
Properties=species:S:1:pos:R:3:mulliken_charge:R:1
Cd -0.01733 -0.12241 0.74835 2.385
C -0.67336 -2.04180 10.10177 -1.597
C -1.47723 -1.60179 8.90808 0.368
C -1.78828 -2.49053 7.89070 -0.528
C -2.55975 -2.11267 6.79508 0.597
C -2.91528 -3.14065 5.75315 -1.430
C -3.01045 -0.79182 6.70692 1.221
C -2.68281 0.12883 7.70837 0.921
C -3.08414 1.57809 7.62014 -1.794
C -1.93288 -0.29465 8.79712 -0.599
C -4.01886 -0.45513 5.65099 -1.105
C -5.34318 -0.54186 6.08560 -0.090
C -6.39662 -0.40598 5.20149 -1.210
C -6.12272 -0.22154 3.85791 0.181
C -4.81213 -0.11310 3.39869 0.115
C -3.73544 -0.18513 4.30410 0.484
Ge -1.89419 0.15754 3.66028 0.350
S -1.81791 1.34218 1.85917 -0.849
S -0.43981 0.99446 5.17048 -0.337
Ge 0.98330 -0.35374 4.05189 0.161
S 1.93040 0.45910 2.27112 -0.970
S -0.68249 -1.72479 3.37137 -0.845
C 2.45003 -1.06692 5.17268 -0.102
C 2.92570 -2.37811 4.98765 -0.828
C 4.10037 -2.78562 5.61204 -0.067
C 4.80805 -1.92037 6.43016 -1.040
C 4.33847 -0.63460 6.62451 0.008
C 3.17338 -0.19706 5.99813 -0.272
C 2.72122 1.20436 6.25942 -0.343
C 3.14473 2.26899 5.46426 1.387
C 4.13372 2.10037 4.34131 -1.929
C 2.64318 3.54337 5.72616 -1.034
C 1.75172 3.78248 6.75681 0.793
C 1.16507 5.15004 6.97770 -1.514
C 1.38630 2.71623 7.57242 -0.516
C 1.85844 1.43478 7.34190 0.896
C 1.39131 0.29626 8.20442 -1.249
C 2.20013 -3.37659 4.14602 0.308
C 2.53636 -3.53697 2.79936 1.164
C 3.67572 -2.76429 2.19089 -1.597
C 1.79624 -4.42186 2.02198 -0.880
C 0.76430 -5.17809 2.56070 0.680
C -0.08877 -6.05858 1.69091 -1.510
C 0.50270 -5.06009 3.91963 -0.809
C 1.19251 -4.15884 4.71900 1.595
C 0.80095 -3.97980 6.15998 -1.479
C -4.65367 -0.02388 1.91300 -0.662
C -5.01193 1.13377 1.22202 1.349
C -5.43113 2.39697 1.92716 -1.930
C -4.87485 1.16575 -0.16199 -0.661
C -4.39005 0.07839 -0.87306 0.181
C -4.21516 0.12615 -2.36833 -1.357
C -4.05832 -1.07120 -0.16671 -0.540
C -4.18372 -1.14180 1.21300 0.765
C -3.75417 -2.40469 1.91461 -1.450
H -0.27986 -3.04828 9.95930 0.342
H -1.28542 -2.04532 11.00693 0.371
H 0.17028 -1.37304 10.27964 0.323
H -1.44094 -3.51674 7.95689 0.334
H -2.72467 -4.14590 6.13059 0.504
H -2.31879 -2.99826 4.84809 -0.090
H -3.96590 -3.07301 5.46578 0.420
H -3.87195 1.74397 6.88791 0.289
H -2.22174 2.17750 7.31622 0.130
H -3.42763 1.94754 8.58809 0.519
H -1.68415 0.42459 9.57244 0.349
H -5.52867 -0.74338 7.13435 0.512
H -7.41977 -0.47571 5.55043 0.362
H -6.92749 -0.16388 3.13450 0.455
H 4.44850 -3.80025 5.45514 0.497
H 5.72044 -2.24782 6.91387 0.400
H 4.87717 0.05720 7.26224 0.470
H 4.54682 1.09398 4.30264 0.298
H 4.95736 2.80883 4.45826 0.561
H 3.65504 2.28716 3.38034 0.154
H 2.95883 4.36692 5.09309 0.347
H 1.75574 5.91912 6.47960 0.382
H 1.11126 5.39249 8.04030 0.372
H 0.15013 5.19968 6.57651 0.258
H 0.70081 2.88446 8.39781 0.342
H 0.96966 0.67374 9.13659 0.549
H 2.19797 -0.39847 8.44034 0.380
H 0.61141 -0.26837 7.68556 -0.133
H 3.55629 -1.69103 2.35680 0.127
H 3.72351 -2.94161 1.11653 0.447
H 4.63064 -3.06541 2.62906 0.300
H 2.01450 -4.50147 0.96244 0.254
H 0.35893 -6.19401 0.70697 0.364
H -1.06838 -5.60047 1.53931 0.205
H -0.23790 -7.04059 2.14562 0.386
H -0.30303 -5.64093 4.35914 0.317
H 0.19234 -4.82018 6.49701 0.544
H 0.20936 -3.06798 6.28763 -0.044
H 1.67327 -3.89475 6.81097 0.378
H -5.58001 2.24965 2.99457 0.279
H -6.35664 2.79377 1.50318 0.442
H -4.65173 3.15231 1.80737 0.307
H -5.12374 2.08108 -0.69160 0.277
H -4.28921 1.14767 -2.74268 0.343
H -4.97701 -0.47200 -2.87409 0.426
H -3.24201 -0.27730 -2.65529 0.341
H -3.66127 -1.92783 -0.70057 0.577
H -3.91079 -3.26752 1.26627 0.616
H -4.29567 -2.56531 2.84697 0.311
H -2.68537 -2.37233 2.14892 -0.036
O -1.34097 1.78041 -1.22446 -0.579
H -1.53426 2.35482 -0.47211 0.324
H -2.07995 1.15685 -1.20980 0.199
I -0.71494 -2.24429 -0.81875 -0.772
C 2.24719 0.80916 -3.21022 -1.344
P 1.96592 0.64348 -1.40415 0.636
C 3.24815 -0.60244 -0.99675 -0.587
C 2.80211 2.17346 -0.82181 -0.864
H 3.30661 0.97790 -3.41787 0.363
H 1.66522 1.64471 -3.59994 0.373
H 1.92009 -0.09797 -3.71942 0.354
H 4.22906 -0.32710 -1.39418 0.437
H 2.94578 -1.56955 -1.40336 0.339
H 3.31076 -0.69812 0.08780 -0.233
H 3.82094 2.25491 -1.21106 0.389
H 2.83213 2.17653 0.26785 -0.016
H 2.22590 3.04167 -1.14647 0.336
```

Calculated values
Charge: -1
LUMO energy (eV): 2.45

| no. | F_max (eV/Å) |
| --- | --- |
| 1 | 2.54 |
| 2 | 2.47 |
| 3 | 0.48 |